Computed, not measured: a molecular structure, C40H40I2LaN6O2S4SbSi, with ωB97M-V/def2-TZVPD.

Last column: Mulliken charge in e.
Positions of all 97 atoms, in Å:
La (0.5907, 0.8750, -0.9193)  0.876
C (-1.3994, 2.6653, 3.1163)  -0.440
C (-0.6357, 3.7608, 3.4887)  -1.227
C (0.5248, 4.0266, 2.7845)  -0.529
C (0.9580, 3.2096, 1.7463)  0.215
N (0.1775, 2.1993, 1.3826)  1.288
C (-0.9520, 1.9231, 2.0451)  -0.042
C (2.2506, 3.3519, 1.0492)  0.724
C (3.0396, 4.4504, 1.2913)  -1.177
C (4.2746, 4.5340, 0.6662)  -0.895
C (4.6434, 3.5409, -0.2058)  -1.123
C (3.7455, 2.4890, -0.4731)  0.953
N (2.6001, 2.3837, 0.1960)  0.697
C (4.0564, 1.4717, -1.4942)  0.514
C (5.1927, 1.5903, -2.3177)  -0.986
C (5.4342, 0.6235, -3.2868)  -0.515
C (4.5892, -0.4640, -3.3399)  -0.928
C (3.4729, -0.5012, -2.5444)  -0.213
N (3.1825, 0.4674, -1.6546)  0.527
H (-2.3051, 2.3528, 3.6369)  0.504
H (-0.9333, 4.3695, 4.3263)  0.435
H (1.1463, 4.8619, 3.0854)  0.295
H (-1.4729, 1.1002, 1.6193)  -0.454
H (2.6587, 5.2627, 1.9234)  0.319
H (4.9181, 5.3878, 0.8471)  0.410
H (5.5801, 3.5718, -0.7374)  0.300
H (5.8383, 2.4740, -2.2151)  0.225
H (6.2878, 0.6691, -3.9608)  0.398
H (4.7478, -1.2452, -4.0863)  0.439
H (2.7672, -1.3016, -2.6944)  0.453
O (0.6950, -1.6547, -1.8783)  -0.252
N (0.0355, -1.9409, -2.9452)  -1.082
N (-0.6284, -0.9544, -3.4062)  1.329
O (-0.7045, 0.1880, -2.7878)  0.152
C (-1.3769, -1.0545, -4.6091)  -0.146
C (-1.1923, -2.0961, -5.5153)  -0.527
C (-2.1211, -2.2571, -6.5118)  -0.459
C (-3.1826, -1.3571, -6.6593)  -0.333
C (-3.2755, -0.2776, -5.8417)  -1.063
C (-2.3636, -0.0847, -4.8205)  0.089
H (-0.3841, -2.8066, -5.3749)  0.457
H (-1.9504, -3.0128, -7.2547)  0.363
H (-3.8164, -1.5252, -7.5333)  0.322
H (-4.1168, 0.3865, -5.9607)  0.436
H (-2.4201, 0.7746, -4.1552)  0.468
S (-2.1568, 4.1541, -4.6549)  -0.638
Sb (-1.2613, 4.3630, -2.6238)  0.770
S (1.2953, 3.5926, -2.5547)  -0.361
S (-1.7808, 2.8182, -1.0297)  -0.464
S (-1.3763, 6.5048, -1.9541)  -0.730
C (1.0718, -0.9209, 1.1104)  -1.223
Si (-0.0731, -1.5267, 2.4037)  -0.282
C (-1.8765, -1.1651, 1.9427)  -1.662
N (-2.0918, -0.7682, 0.5714)  1.029
C (-3.3586, -0.0305, 0.4050)  -1.009
C (-3.8496, -0.1513, -1.0258)  -0.221
C (-4.3124, -1.5785, -1.3077)  -0.817
C (-3.4292, -2.5434, -0.5229)  -0.935
C (-2.0499, -1.9592, -0.3220)  1.644
C (0.0957, -3.3629, 2.9704)  0.852
C (0.0113, -4.3697, 1.9736)  -0.521
C (0.2349, -5.6889, 2.2608)  -0.813
C (0.5523, -6.0784, 3.5653)  -0.470
C (0.6465, -5.1138, 4.5594)  -0.742
C (0.3798, -3.7717, 4.2528)  -0.318
C (0.2139, -0.4458, 3.9014)  0.362
C (-0.6554, -0.3611, 5.0235)  0.197
C (-0.4276, 0.5997, 6.0196)  -0.831
C (0.6117, 1.4906, 5.9304)  -0.576
C (1.4927, 1.3764, 4.8882)  -0.520
C (1.2785, 0.4655, 3.8711)  -0.485
H (1.1885, -1.7561, 0.3993)  0.600
H (2.0795, -0.8684, 1.6033)  0.407
H (-2.2360, -0.3678, 2.6057)  1.125
H (-2.5641, -1.9670, 2.2347)  0.535
H (-3.2033, 1.0132, 0.6558)  0.522
H (-4.1465, -0.4186, 1.0938)  0.311
H (-2.9817, 0.0781, -1.7067)  -0.307
H (-4.6449, 0.5794, -1.2155)  0.525
H (-4.1821, -1.7423, -2.3689)  0.341
H (-5.3787, -1.7362, -1.0976)  0.390
H (-3.3821, -3.5175, -1.0541)  0.375
H (-3.8694, -2.7668, 0.5071)  0.254
H (-1.6467, -1.6701, -1.3012)  -0.949
H (-1.3567, -2.6923, 0.0564)  -0.662
H (-0.1598, -4.0735, 0.9379)  0.132
H (0.1530, -6.4503, 1.5071)  0.424
H (0.7304, -7.1076, 3.8146)  0.374
H (0.8867, -5.4159, 5.5610)  0.395
H (0.4687, -3.0354, 4.9998)  0.416
H (-1.4834, -1.0654, 5.1327)  0.461
H (-1.1048, 0.6396, 6.8566)  0.380
H (0.7849, 2.2802, 6.6372)  0.431
H (2.3053, 2.0824, 4.7405)  0.434
H (1.9273, 0.4224, 3.0094)  -0.019
I (1.8318, 2.3667, -4.5400)  -0.029
I (2.6225, -0.7672, -6.7435)  -0.898

Calculated values
HOMO level, eV: -2.46
HOMO-LUMO gap, eV: 5.7
ΔE to the lowest compared entry with this formula, charge and spin, eV: 0.000
Lowest unoccupied orbital energy, eV: 3.267
Net charge: -2
DFT total energy, hartree: -4776.98518